[1]
The following is a quantum chemistry calculation of a cluster of 15 separate species, C36H105N3O27 in total, from the OMol25 dataset.

* ⟨S²⟩: 0.75
* lowest unoccupied orbital energy (spin up / spin down): 1.492 / 1.435 eV
* spin multiplicity: 2
* charge: -1
* HOMO-LUMO gap (spin up / spin down): 1.42 / 8.68 eV
* electronic energy: -3630.0076 hartree

Atoms and positions in Å:
C  -0.463  -5.055  -1.309
C  -1.271  -5.947  -2.223
C  -2.034  -5.287  -3.353
O  -2.665  -4.160  -2.870
C  -3.377  -3.503  -3.850
N  -0.447  -7.014  -2.743
H  -0.030  -5.644  -0.500
H  -1.009  -4.295  -0.750
H  0.285  -4.462  -1.835
H  -2.006  -6.430  -1.579
H  -2.713  -6.021  -3.788
H  -1.271  -4.976  -4.066
H  -3.866  -4.224  -4.505
H  -2.804  -2.879  -4.537
H  -4.041  -2.814  -3.328
H  0.304  -6.556  -3.240
H  0.014  -7.443  -1.953
C  0.010  1.895  0.064
C  0.415  0.961  1.193
C  0.177  -0.571  0.978
O  -1.260  -0.726  1.014
C  -1.863  -1.911  0.523
N  1.825  1.240  1.553
H  -1.025  1.875  -0.277
H  0.526  1.602  -0.850
H  0.283  2.938  0.228
H  -0.123  1.338  2.063
H  0.592  -1.274  1.700
H  0.354  -0.835  -0.065
H  -2.882  -1.923  0.909
H  -1.360  -2.797  0.909
H  -1.923  -1.926  -0.566
H  2.416  0.741  0.903
H  2.042  0.662  2.352
C  -0.228  1.382  -6.836
C  0.043  -0.038  -6.314
C  -0.710  -0.229  -4.937
O  -0.042  -1.246  -4.183
C  -0.519  -1.381  -2.865
N  -0.457  -1.068  -7.242
H  0.250  2.149  -6.227
H  -1.278  1.618  -6.663
H  -0.160  1.616  -7.899
H  1.123  -0.138  -6.212
H  -1.741  -0.527  -5.124
H  -0.631  0.745  -4.453
H  -1.503  -1.810  -2.679
H  -0.616  -0.490  -2.244
H  0.215  -1.993  -2.340
H  -0.004  -1.728  -6.626
H  -1.403  -1.118  -6.892
C  -2.928  3.698  1.487
C  -2.428  4.465  2.746
O  -2.790  5.848  2.623
O  -4.348  3.833  1.303
H  -2.642  2.652  1.596
H  -2.399  4.043  0.598
H  -1.354  4.306  2.850
H  -2.960  4.023  3.588
H  -2.162  6.345  2.094
H  -4.498  3.151  0.645
C  2.887  -4.089  0.852
C  4.169  -4.444  0.112
O  4.307  -3.845  -1.144
O  2.978  -2.816  1.414
H  2.907  -4.705  1.751
H  1.951  -4.273  0.324
H  4.201  -5.502  -0.149
H  5.005  -4.145  0.744
H  4.816  -4.434  -1.706
H  3.251  -2.171  0.758
C  5.113  2.944  0.282
C  4.019  3.844  -0.401
O  2.967  2.956  -0.708
O  5.556  1.868  -0.556
H  4.743  2.593  1.245
H  6.010  3.536  0.466
H  4.348  4.241  -1.362
H  3.672  4.681  0.204
H  2.649  2.529  0.090
H  5.889  2.276  -1.359
C  0.546  6.821  1.286
C  1.215  6.340  0.017
O  0.953  7.149  -1.156
O  -0.856  7.006  1.179
H  1.013  7.735  1.654
H  0.740  6.033  2.013
H  1.074  5.284  -0.210
H  2.284  6.467  0.189
H  1.796  7.357  -1.566
H  -0.986  7.847  0.735
C  -5.757  -0.764  -1.240
C  -7.078  -0.268  -0.652
O  -7.449  -0.974  0.454
O  -4.488  -0.503  -0.573
H  -5.599  -0.298  -2.213
H  -5.776  -1.833  -1.456
H  -7.864  -0.234  -1.407
H  -7.068  0.793  -0.404
H  -6.694  -0.856  1.036
H  -4.671  -0.500  0.370
C  -4.389  -4.952  0.025
C  -5.435  -5.740  0.857
O  -5.128  -7.077  0.860
O  -4.733  -5.178  -1.370
H  -3.373  -5.289  0.228
H  -4.255  -3.901  0.279
H  -6.434  -5.628  0.437
H  -5.417  -5.350  1.875
H  -4.883  -7.385  -0.015
H  -4.048  -4.942  -2.000
C  2.711  2.550  4.517
C  2.750  3.171  5.920
O  1.458  2.887  6.418
O  1.995  3.359  3.624
H  2.252  1.563  4.563
H  3.706  2.452  4.082
H  2.980  4.236  5.874
H  3.476  2.655  6.548
H  0.920  3.019  5.634
H  2.017  2.981  2.742
C  2.760  0.209  -2.896
C  3.344  -0.750  -1.785
O  3.495  -0.080  -0.543
O  3.618  1.341  -3.173
H  1.783  0.493  -2.506
H  2.734  -0.233  -3.892
H  4.373  -0.937  -2.094
H  2.807  -1.698  -1.790
H  4.333  0.383  -0.620
H  3.330  1.993  -2.531
C  2.981  4.126  -4.822
C  1.603  4.460  -4.143
O  1.364  3.533  -3.113
O  2.826  2.901  -5.507
H  3.812  4.004  -4.126
H  3.384  4.795  -5.583
H  0.805  4.480  -4.886
H  1.686  5.490  -3.796
H  1.810  3.795  -2.305
H  2.959  2.147  -4.928
C  4.949  -0.367  2.803
C  5.850  0.099  3.969
O  6.017  -1.108  4.687
O  3.584  -0.547  3.131
H  5.461  -1.149  2.243
H  4.865  0.384  2.018
H  5.422  0.941  4.513
H  6.822  0.358  3.548
H  5.117  -1.360  4.907
H  3.252  -1.350  2.721
C  0.124  -0.891  4.963
C  0.161  -2.325  4.332
O  0.068  -3.313  5.433
O  -1.080  -0.655  5.738
H  0.289  -0.006  4.349
H  0.936  -0.874  5.691
H  1.121  -2.490  3.844
H  -0.605  -2.339  3.557
H  -0.826  -3.263  5.778
H  -0.841  0.055  6.339
C  -3.881  0.326  3.808
C  -5.107  0.414  2.863
O  -5.095  -0.737  2.034
O  -3.816  -0.887  4.581
H  -3.896  1.155  4.516
H  -2.960  0.410  3.233
H  -5.103  1.222  2.132
H  -6.021  0.440  3.456
H  -5.060  -1.517  2.593
H  -3.131  -0.846  5.251

---

[2]
The following is a quantum chemistry calculation of a cluster of 16 separate species, C36H110N6O16 in total, from the OMol25 dataset.

* ⟨S²⟩: 0.75
* lowest unoccupied orbital energy (spin up / spin down): -1.878 / -7.743 eV
* spin multiplicity: 2
* charge: +1
* HOMO-LUMO gap (spin up / spin down): 9.28 / 3.42 eV
* electronic energy: -2969.4733 hartree

Atoms and positions in Å:
C  35.052  -11.405  -3.492
C  34.387  -12.337  -4.477
O  35.357  -13.303  -4.944
H  35.851  -10.868  -4.004
H  35.508  -11.967  -2.677
H  34.331  -10.705  -3.071
H  33.921  -11.817  -5.315
H  33.644  -12.877  -3.889
H  35.738  -13.809  -4.222
C  27.973  -7.886  -7.303
C  28.854  -7.619  -8.467
O  30.039  -6.855  -8.000
H  27.491  -6.976  -6.946
H  28.462  -8.329  -6.435
H  27.177  -8.603  -7.506
H  28.328  -7.048  -9.232
H  29.186  -8.528  -8.969
H  30.362  -7.410  -7.286
C  34.227  -3.542  -2.861
C  34.070  -2.191  -2.122
O  34.795  -2.273  -0.905
H  33.697  -4.313  -2.302
H  35.263  -3.848  -3.008
H  33.799  -3.430  -3.857
H  33.016  -2.012  -1.909
H  34.413  -1.313  -2.670
H  34.393  -2.975  -0.387
C  31.062  -8.126  -2.343
C  29.585  -7.751  -2.554
O  29.355  -7.772  -3.950
H  31.709  -7.425  -2.870
H  31.244  -9.170  -2.599
H  31.298  -8.002  -1.286
H  29.325  -6.746  -2.221
H  28.886  -8.465  -2.118
H  28.443  -7.553  -4.152
C  38.449  -3.188  -6.535
C  38.450  -4.727  -6.666
O  38.341  -5.402  -5.463
H  39.281  -2.842  -5.921
H  37.485  -2.804  -6.199
H  38.708  -2.743  -7.495
H  39.403  -5.027  -7.100
H  37.708  -5.035  -7.403
H  37.740  -6.147  -5.539
C  27.963  -4.083  -6.313
C  27.590  -2.901  -5.449
O  26.854  -3.383  -4.259
H  28.522  -3.752  -7.189
H  27.093  -4.684  -6.577
H  28.574  -4.815  -5.786
H  26.893  -2.243  -5.968
H  28.495  -2.397  -5.110
H  26.017  -3.736  -4.569
C  33.680  -10.149  -7.764
C  32.896  -9.688  -9.002
C  31.641  -10.518  -9.301
O  31.148  -10.069  -10.564
C  30.092  -10.853  -11.026
N  32.652  -8.259  -8.768
H  34.599  -9.562  -7.750
H  33.793  -11.230  -7.684
H  33.197  -9.842  -6.837
H  33.549  -9.875  -9.854
H  30.985  -10.436  -8.435
H  31.967  -11.557  -9.364
H  29.971  -10.632  -12.086
H  29.141  -10.621  -10.548
H  30.257  -11.925  -10.922
H  32.045  -7.970  -9.521
H  32.099  -8.094  -7.939
C  35.100  -9.007  -0.192
C  35.468  -9.033  1.260
C  36.940  -8.842  1.448
O  37.739  -9.999  1.119
C  39.061  -10.073  1.756
N  34.783  -7.918  1.910
H  35.800  -9.559  -0.820
H  35.177  -7.983  -0.555
H  34.123  -9.421  -0.439
H  35.154  -9.963  1.734
H  37.132  -8.664  2.506
H  37.250  -7.929  0.940
H  39.785  -9.384  1.322
H  39.467  -11.083  1.696
H  38.898  -9.851  2.811
H  35.262  -7.052  1.712
H  34.923  -8.069  2.899
C  31.578  -0.508  -4.434
C  32.693  -0.267  -5.445
C  32.352  -0.102  -6.934
O  31.582  -1.224  -7.331
C  31.776  -1.566  -8.757
N  33.353  0.954  -5.019
H  31.951  -0.671  -3.423
H  30.934  -1.322  -4.766
H  30.928  0.360  -4.331
H  33.421  -1.067  -5.306
H  33.259  0.015  -7.528
H  31.757  0.797  -7.093
H  32.831  -1.661  -9.013
H  31.413  -0.742  -9.371
H  31.154  -2.449  -8.900
H  33.110  1.151  -4.058
H  32.757  1.688  -5.375
C  37.930  -4.532  -1.487
C  38.966  -5.578  -1.903
C  38.299  -6.959  -2.160
O  39.325  -7.986  -2.320
C  38.840  -9.325  -2.258
N  39.709  -5.080  -3.022
H  37.332  -4.341  -2.378
H  38.443  -3.598  -1.259
H  37.248  -4.876  -0.709
H  39.644  -5.743  -1.066
H  37.766  -6.794  -3.097
H  37.531  -7.248  -1.442
H  39.625  -10.069  -2.398
H  38.135  -9.518  -3.066
H  38.427  -9.496  -1.264
H  39.174  -4.943  -3.868
H  40.264  -5.877  -3.298
C  38.034  -4.959  -12.504
C  37.883  -3.940  -11.372
C  36.602  -4.236  -10.537
O  36.399  -3.083  -9.679
C  35.449  -3.187  -8.615
N  39.096  -4.043  -10.578
H  38.311  -5.931  -12.095
H  38.885  -4.590  -13.076
H  37.185  -5.070  -13.178
H  37.798  -2.970  -11.861
H  36.671  -5.109  -9.889
H  35.705  -4.314  -11.152
H  34.498  -3.586  -8.969
H  35.269  -2.157  -8.306
H  35.764  -3.761  -7.744
H  38.971  -3.337  -9.866
H  39.850  -3.607  -11.090
C  35.019  -7.289  -3.809
C  34.717  -7.239  -5.288
C  34.059  -5.890  -5.772
O  32.710  -5.845  -5.351
C  31.993  -4.811  -6.063
N  35.908  -7.535  -6.048
H  35.608  -6.411  -3.544
H  35.420  -8.206  -3.377
H  34.067  -7.210  -3.285
H  33.987  -8.002  -5.559
H  34.101  -5.925  -6.860
H  34.668  -5.029  -5.497
H  31.949  -5.019  -7.132
H  32.366  -3.791  -5.976
H  30.953  -4.766  -5.739
H  36.238  -8.457  -5.800
H  35.659  -7.581  -7.026
O  37.153  -10.407  -6.339
H  37.811  -9.936  -6.849
H  37.655  -10.879  -5.675
O  31.454  -7.937  -5.941
H  30.800  -8.077  -5.256
H  31.979  -7.202  -5.624
O  35.257  -7.287  -8.666
H  35.398  -7.313  -9.612
H  34.341  -7.543  -8.553
O  38.366  -8.243  -7.708
H  38.728  -7.505  -8.200
H  37.673  -7.857  -7.172